[1]
{"formula": "C28H36F8N4O32", "method": "the ωB97M-V functional and the def2-TZVPD basis", "charge": 0, "gap_ev": 5.957, "lumo_energy_ev": -2.813, "e_tot_ha": -4512.03510, "relative_energy_kj_mol": 5026.7, "elements": ["C", "C", "O", "C", "O", "O", "F", "H", "H", "H", "C", "C", "O", "C", "O", "O", "F", "H", "H", "H", "C", "C", "O", "C", "O", "O", "F", "H", "H", "H", "C", "C", "O", "C", "O", "O", "F", "H", "H", "H", "C", "C", "O", "C", "O", "O", "F", "H", "H", "H", "C", "C", "O", "C", "O", "O", "F", "H", "H", "H", "C", "C", "O", "C", "O", "O", "F", "H", "H", "H", "C", "C", "O", "C", "O", "O", "F", "H", "H", "H", "C", "N", "O", "O", "H", "H", "H", "C", "N", "O", "O", "H", "H", "H", "C", "N", "O", "O", "H", "H", "H", "C", "N", "O", "O", "H", "H", "H"], "xyz": [[-3.13, -0.01, 0.30], [-4.35, -0.89, 0.08], [-3.95, -2.09, 0.72], [-3.20, -1.71, 1.75], [-3.06, -2.48, 2.61], [-2.74, -0.41, 1.59], [-4.41, -1.08, -1.19], [-3.29, 1.04, 0.08], [-2.32, -0.15, -0.42], [-5.27, -0.41, 0.41], [2.05, 3.31, -0.49], [1.09, 2.78, 0.54], [0.49, 3.94, 1.09], [1.05, 5.02, 0.62], [0.87, 6.20, 1.04], [1.81, 4.71, -0.40], [1.94, 2.31, 1.38], [1.73, 3.05, -1.50], [3.12, 3.13, -0.43], [0.42, 2.03, 0.14], [-0.55, 1.88, 3.34], [0.24, 1.10, 4.42], [0.19, -0.22, 4.03], [-0.79, -0.39, 3.04], [-1.02, -1.46, 2.44], [-1.43, 0.80, 2.88], [-0.25, 1.18, 5.60], [0.18, 2.10, 2.56], [-1.07, 2.76, 3.72], [1.30, 1.34, 4.46], [-0.73, -2.97, 1.50], [-1.47, -3.70, 0.47], [-1.61, -4.93, 1.17], [-1.88, -4.63, 2.52], [-2.63, -5.13, 3.37], [-1.28, -3.41, 2.69], [-0.72, -3.76, -0.61], [-0.71, -1.89, 1.41], [0.33, -3.23, 1.59], [-2.45, -3.30, 0.22], [2.99, -1.64, -1.15], [1.52, -1.71, -1.47], [1.01, -2.71, -0.59], [2.09, -3.52, -0.38], [2.05, -4.64, 0.03], [3.29, -2.96, -0.80], [1.31, -1.99, -2.77], [3.35, -1.00, -0.34], [3.56, -1.25, -1.99], [0.86, -0.88, -1.21], [-1.77, -2.24, -3.11], [-1.18, -1.93, -1.77], [-2.24, -2.18, -0.91], [-3.20, -2.82, -1.58], [-4.04, -3.53, -1.06], [-2.98, -2.80, -2.87], [-1.04, -0.60, -1.77], [-1.13, -2.89, -3.69], [-1.80, -1.37, -3.76], [-0.23, -2.31, -1.40], [1.20, -1.86, 3.04], [2.40, -1.77, 2.08], [3.00, -3.08, 2.12], [2.22, -3.93, 2.77], [2.44, -5.17, 2.82], [1.12, -3.34, 3.21], [3.21, -0.82, 2.40], [0.23, -1.66, 2.58], [1.41, -1.45, 4.03], [2.03, -1.64, 1.06], [-0.69, 4.59, -3.23], [0.54, 3.86, -3.23], [0.29, 2.89, -2.28], [-0.55, 3.25, -1.40], [-0.83, 2.71, -0.37], [-1.17, 4.41, -1.91], [1.59, 4.58, -2.81], [-1.45, 4.17, -3.88], [-0.41, 5.60, -3.55], [0.69, 3.43, -4.22], [-0.90, 0.73, 0.08], [0.32, 0.11, 0.63], [1.03, 0.91, 1.31], [0.56, -1.10, 0.42], [-1.36, -0.03, -0.56], [-0.53, 1.63, -0.42], [-1.55, 1.14, 0.86], [3.69, 1.16, 0.81], [4.59, 1.21, 1.95], [5.12, 0.18, 2.26], [4.81, 2.32, 2.42], [2.64, 1.11, 1.11], [4.00, 0.36, 0.14], [3.75, 2.11, 0.29], [-3.45, 0.96, -3.02], [-2.56, 1.70, -2.07], [-2.59, 1.48, -0.90], [-1.58, 2.29, -2.56], [-4.51, 0.97, -2.79], [-3.12, -0.06, -2.80], [-3.31, 1.43, -4.00], [1.73, 1.50, -3.28], [1.95, 1.10, -1.81], [0.98, 1.29, -1.07], [2.99, 0.52, -1.53], [1.99, 0.60, -3.84], [2.40, 2.33, -3.54], [0.71, 1.85, -3.46]]}

=====

[2]
{"formula": "C28H36FN6O9SScSe", "method": "the ωB97M-V functional and the def2-TZVPD basis", "charge": -2, "gap_ev": 4.994, "lumo_energy_ev": 4.047, "e_tot_ha": -5754.70332, "relative_energy_kj_mol": 57.8, "elements": ["Sc", "C", "C", "O", "C", "C", "C", "N", "N", "C", "O", "C", "C", "C", "C", "C", "C", "H", "H", "H", "H", "H", "H", "H", "H", "H", "H", "H", "H", "C", "S", "C", "O", "H", "H", "H", "H", "H", "H", "C", "N", "C", "C", "N", "C", "C", "Se", "H", "H", "H", "H", "H", "H", "H", "H", "O", "C", "C", "C", "O", "H", "H", "H", "H", "H", "H", "F", "C", "C", "N", "C", "C", "O", "O", "C", "O", "N", "C", "O", "H", "H", "H", "H"], "xyz": [[-0.24, -0.91, 0.41], [2.90, -4.11, -0.48], [1.52, -3.47, -0.59], [1.29, -2.56, 0.25], [0.66, -3.95, -1.56], [-0.67, -3.48, -1.79], [-1.55, -4.34, -2.68], [-1.13, -2.37, -1.31], [-2.45, -2.09, -1.69], [-2.90, -1.05, -1.05], [-2.33, -0.38, -0.14], [-4.29, -0.61, -1.43], [-4.88, 0.42, -0.71], [-6.15, 0.89, -1.03], [-6.84, 0.32, -2.09], [-6.26, -0.71, -2.82], [-5.00, -1.18, -2.49], [3.03, -4.51, 0.53], [3.66, -3.34, -0.62], [3.05, -4.91, -1.21], [0.98, -4.80, -2.14], [-1.00, -5.22, -3.02], [-1.91, -3.77, -3.53], [-2.43, -4.66, -2.13], [-4.30, 0.85, 0.11], [-6.59, 1.69, -0.46], [-7.83, 0.68, -2.35], [-6.80, -1.16, -3.65], [-4.52, -1.98, -3.04], [-1.16, 3.37, 2.31], [-1.54, 1.65, 1.94], [-1.04, 0.96, 3.51], [-0.44, 1.33, 0.95], [-0.10, 3.41, 2.58], [-1.78, 3.72, 3.13], [-1.36, 3.96, 1.41], [-1.83, 1.18, 4.23], [-0.07, 1.38, 3.78], [-0.95, -0.13, 3.23], [0.82, 3.17, -1.21], [-0.51, 3.64, -1.57], [-1.06, 4.86, -1.26], [-2.30, 4.89, -1.78], [-2.50, 3.69, -2.42], [-3.71, 3.25, -3.08], [-1.39, 2.90, -2.30], [-1.20, 1.20, -2.90], [1.31, 3.94, -0.62], [1.40, 2.98, -2.12], [0.72, 2.27, -0.61], [-0.52, 5.59, -0.68], [-3.06, 5.65, -1.75], [-4.45, 4.05, -3.00], [-4.08, 2.34, -2.61], [-3.50, 3.02, -4.13], [-0.76, -1.41, 2.01], [2.82, -0.16, -3.29], [2.44, 0.03, -1.83], [3.40, 0.70, -0.89], [1.38, -0.41, -1.45], [3.81, 0.22, -3.53], [2.06, 0.35, -3.89], [2.75, -1.23, -3.52], [4.25, 1.15, -1.40], [3.74, -0.05, -0.17], [2.87, 1.44, -0.28], [4.23, 3.03, 6.88], [4.76, 2.36, 5.83], [4.02, 1.48, 5.14], [4.53, 0.75, 4.10], [3.60, -0.11, 3.34], [2.48, 0.68, 2.61], [2.23, 1.82, 3.09], [1.97, 0.06, 1.68], [5.81, 0.95, 3.65], [6.31, 0.39, 2.69], [6.54, 1.87, 4.40], [6.13, 2.62, 5.49], [6.90, 3.39, 6.05], [2.98, 1.32, 5.36], [3.11, -0.79, 4.05], [4.18, -0.71, 2.65], [7.48, 2.01, 4.08]]}

=====

[3]
{"formula": "C28H36MoN4O2P2", "method": "the ωB97M-V functional and the def2-TZVPD basis", "charge": 2, "gap_ev": [5.922, 3.062], "lumo_energy_ev": [-6.364, -9.224], "e_tot_ha": -2208.07220, "spin_multiplicity": 3, "relative_energy_kj_mol": 0.0, "s2": 2.223, "elements": ["Mo", "C", "C", "C", "C", "C", "C", "C", "C", "C", "H", "H", "H", "H", "H", "H", "H", "H", "H", "H", "H", "H", "H", "H", "H", "P", "P", "N", "N", "N", "N", "C", "C", "C", "C", "C", "C", "C", "C", "C", "C", "C", "C", "C", "C", "C", "C", "C", "C", "H", "H", "H", "H", "H", "H", "H", "H", "H", "H", "H", "H", "H", "H", "H", "H", "H", "H", "H", "H", "O", "C", "O", "H"], "xyz": [[0.22, -0.68, -1.56], [-0.98, 1.01, -0.91], [-1.49, 0.48, -2.12], [-0.96, 0.86, -3.49], [0.25, 0.08, -4.07], [1.46, 0.04, -3.18], [1.64, 0.85, -2.02], [1.05, 2.23, -1.82], [-0.18, 2.27, -0.88], [0.93, -0.96, 0.34], [-1.55, 0.84, 0.01], [-2.48, 0.00, -2.16], [-0.78, 1.94, -3.59], [-1.80, 0.64, -4.15], [-0.06, -0.94, -4.35], [0.49, 0.51, -5.07], [2.26, -0.63, -3.53], [2.58, 0.69, -1.46], [0.81, 2.74, -2.78], [1.82, 2.88, -1.36], [0.16, 2.48, 0.16], [-0.81, 3.14, -1.13], [0.45, -0.29, 1.08], [2.01, -0.77, 0.32], [0.76, -2.01, 0.61], [1.41, -1.07, -7.98], [-1.92, -0.68, -7.70], [2.84, -0.02, -8.09], [2.08, -2.38, -9.04], [-2.08, 1.08, -7.64], [-3.59, -1.01, -8.24], [0.40, -0.22, -9.30], [-1.06, -0.69, -9.35], [3.46, 0.52, -6.96], [4.52, 1.32, -7.38], [4.56, 1.27, -8.81], [3.50, 0.47, -9.22], [2.21, -3.71, -8.62], [2.71, -4.48, -9.67], [2.91, -3.60, -10.78], [2.49, -2.33, -10.38], [-1.77, 1.76, -6.46], [-1.90, 3.13, -6.66], [-2.27, 3.31, -8.03], [-2.33, 2.05, -8.61], [-4.43, -0.31, -9.12], [-5.52, -1.11, -9.44], [-5.36, -2.35, -8.73], [-4.18, -2.27, -8.01], [0.85, -0.38, -10.29], [0.47, 0.86, -9.07], [-1.61, -0.07, -10.07], [-1.12, -1.74, -9.69], [3.09, 0.29, -5.98], [5.20, 1.88, -6.74], [5.29, 1.73, -9.45], [3.17, 0.23, -10.22], [1.94, -3.98, -7.61], [2.90, -5.54, -9.65], [3.32, -3.84, -11.74], [2.44, -1.42, -10.95], [-1.46, 1.20, -5.61], [-1.74, 3.89, -5.90], [-2.47, 4.25, -8.52], [-2.52, 1.76, -9.63], [-4.19, 0.69, -9.43], [-6.32, -0.85, -10.10], [-6.03, -3.20, -8.77], [-3.70, -2.97, -7.35], [-0.09, 2.17, 4.12], [-0.03, 1.75, 2.94], [0.69, 2.05, 1.94], [-0.75, 0.92, 2.77]]}

=====

[4]
{"formula": "C28H36N3", "method": "the ωB97M-V functional and the def2-TZVPD basis", "charge": 1, "gap_ev": 7.486, "lumo_energy_ev": -2.064, "e_tot_ha": -1252.59786, "relative_energy_kj_mol": 48.5, "elements": ["C", "C", "C", "C", "C", "C", "C", "C", "C", "C", "C", "N", "C", "C", "C", "N", "C", "C", "C", "C", "C", "C", "C", "C", "C", "C", "C", "C", "N", "C", "C", "H", "H", "H", "H", "H", "H", "H", "H", "H", "H", "H", "H", "H", "H", "H", "H", "H", "H", "H", "H", "H", "H", "H", "H", "H", "H", "H", "H", "H", "H", "H", "H", "H", "H", "H", "H"], "xyz": [[1.22, -0.68, -0.26], [0.29, -1.10, 0.70], [-0.71, -0.06, 1.28], [-1.28, 0.92, 0.19], [-1.21, 0.55, -1.17], [-1.39, 1.49, -2.19], [-1.70, 2.80, -1.81], [-2.01, 3.14, -0.48], [-1.98, 2.13, 0.48], [-2.56, 4.53, -0.49], [-2.80, 4.84, -1.99], [-2.11, 3.77, -2.68], [-2.25, 3.53, -4.10], [-1.34, 2.40, -4.55], [-1.38, 1.16, -3.65], [-0.05, 0.63, 2.37], [0.70, -0.28, 3.38], [-0.29, -1.14, 4.12], [-1.35, -0.29, 4.84], [-1.95, 0.81, 3.96], [-0.85, 1.59, 3.24], [0.38, -2.43, 1.23], [1.41, -3.26, 0.81], [2.19, -2.85, -0.28], [2.11, -1.58, -0.85], [3.06, -1.30, -1.97], [3.45, -2.57, -2.72], [3.93, -3.69, -1.80], [3.06, -3.81, -0.66], [3.10, -4.91, 0.29], [1.96, -4.56, 1.29], [1.24, 0.36, -0.60], [-1.56, -0.58, 1.73], [-0.97, -0.48, -1.46], [-2.54, 2.27, 1.41], [-1.88, 5.27, -0.07], [-3.50, 4.58, 0.07], [-2.43, 5.83, -2.30], [-3.88, 4.82, -2.23], [-2.00, 4.45, -4.64], [-3.30, 3.30, -4.35], [-1.61, 2.11, -5.57], [-0.31, 2.77, -4.58], [-2.28, 0.56, -3.87], [-0.52, 0.51, -3.87], [0.68, 1.20, 1.93], [1.19, 0.41, 4.07], [1.49, -0.80, 2.82], [0.27, -1.76, 4.84], [-0.80, -1.84, 3.43], [-2.15, -0.95, 5.21], [-0.89, 0.17, 5.73], [-2.66, 0.39, 3.23], [-2.52, 1.52, 4.58], [-0.15, 1.99, 3.98], [-1.17, 2.42, 2.61], [-0.34, -2.82, 1.95], [3.98, -0.83, -1.58], [2.61, -0.58, -2.66], [4.23, -2.36, -3.46], [2.58, -2.94, -3.28], [4.97, -3.49, -1.47], [3.95, -4.66, -2.33], [2.95, -5.88, -0.21], [4.08, -4.95, 0.80], [2.39, -4.46, 2.29], [1.21, -5.35, 1.33]]}